(1)
This record from the OMol25 dataset describes a 2-piece molecular cluster, C20H23F6N3O2S overall. The level of theory is ωB97M-V/def2-TZVPD.

Each line ends with the natural charge from an NBO analysis.
Positions of all 55 atoms, in Å:
S: -0.216 -4.707 2.467  2.208
F: 5.822 3.508 -0.921  -0.325
F: -4.189 2.585 0.267  -0.323
F: 4.795 1.920 -2.060  -0.321
F: -6.287 3.102 0.730  -0.317
F: -5.492 3.420 -1.306  -0.327
F: 6.967 2.242 -2.325  -0.316
O: -1.145 -4.825 1.314  -1.020
O: 1.142 -5.309 2.430  -0.995
N: 5.130 1.341 0.670  -0.450
N: -5.049 0.715 -1.713  -0.482
N: -0.225 -3.199 3.092  -1.262
C: -5.880 1.221 -0.610  -0.287
C: 0.164 -1.110 -0.476  0.112
C: 1.380 -0.438 -0.211  -0.188
C: -3.719 0.266 -1.447  0.268
C: -1.039 -5.541 3.872  -0.850
C: 2.534 -1.221 0.026  -0.063
C: 3.742 -0.645 0.295  -0.258
C: -1.352 0.711 -1.298  -0.135
C: 1.519 0.966 -0.112  -0.121
C: 6.222 1.288 -0.314  -0.288
C: 3.874 0.748 0.371  0.271
C: -5.445 2.641 -0.212  0.958
C: 5.198 2.505 1.547  -0.413
C: 2.731 1.535 0.160  -0.212
C: -2.622 1.132 -1.575  -0.249
C: -3.478 -1.059 -1.055  -0.245
C: 5.942 2.279 -1.454  0.960
C: -5.360 1.334 -3.001  -0.407
C: -2.214 -1.485 -0.771  -0.090
C: -1.107 -0.606 -0.842  -0.095
H: 6.196 2.599 1.969  0.214
H: -6.432 1.311 -3.180  0.210
H: -5.785 0.557 0.249  0.233
H: 4.608 -1.252 0.487  0.238
H: -1.110 -6.606 3.668  0.214
H: 4.488 2.401 2.364  0.216
H: -0.465 -5.394 4.784  0.230
H: 6.311 0.280 -0.717  0.231
H: -2.808 2.155 -1.853  0.230
H: -5.027 2.369 -3.000  0.191
H: -2.052 -2.506 -0.470  0.261
H: -0.533 1.375 -1.499  0.213
H: -2.039 -5.140 4.019  0.223
H: 2.453 -2.294 -0.001  0.244
H: 0.122 -2.448 2.586  0.329
H: -6.928 1.233 -0.914  0.226
H: 7.166 1.546 0.167  0.230
H: 2.833 2.606 0.174  0.222
H: -4.863 0.799 -3.806  0.209
H: 0.660 1.604 -0.194  0.219
H: 0.204 -2.180 -0.355  0.243
H: -4.313 -1.734 -0.998  0.241
H: 4.969 3.405 0.981  0.195

energy above the lowest of the compared OMol25 structures with the same formula, charge and spin	34.9	kcal per mole
spin multiplicity	1


(2)
This record from the OMol25 dataset describes C20H23N2O4S3Zr as an isolated structure. The level of theory is ωB97M-V/def2-TZVPD.

Each line ends with the natural charge from an NBO analysis.
Positions of all 53 atoms, in Å:
Zr: 0.290 0.426 0.263  2.284
S: 0.746 2.041 2.262  -0.207
S: -0.771 -1.960 2.461  1.298
S: -1.863 2.241 3.761  -0.031
O: -0.649 -0.331 -1.340  -0.842
O: -1.057 -0.776 1.526  -1.025
O: 1.563 -1.031 0.897  -0.861
O: -1.526 1.781 1.176  -0.599
N: 0.124 2.243 -1.167  -0.548
N: 2.309 0.922 -0.815  -0.578
C: -3.997 1.040 -3.349  -0.246
C: 3.256 0.086 -1.072  0.243
C: 4.457 -2.043 -1.070  -0.113
C: -0.785 2.418 -2.048  0.214
C: 0.090 -1.243 3.847  -0.820
C: 2.474 2.247 -1.457  -0.238
C: -2.984 1.916 -3.029  -0.132
C: 2.800 -3.045 0.929  -0.296
C: -1.850 1.477 -2.333  -0.249
C: 3.835 -3.804 0.420  -0.129
C: -0.978 2.045 2.417  -0.021
C: -3.862 -0.308 -3.014  -0.142
C: 1.279 3.127 -1.119  -0.244
C: -1.724 0.113 -1.998  0.430
C: -2.367 -2.217 3.215  -0.806
C: 4.669 -3.312 -0.586  -0.250
C: 2.560 -1.767 0.422  0.457
C: -2.737 -0.774 -2.362  -0.290
C: 3.403 -1.256 -0.581  -0.256
C: -2.952 1.565 1.080  -0.258
H: 1.365 3.532 -0.110  0.236
H: 4.003 -4.798 0.814  0.227
H: 5.475 -3.920 -0.972  0.232
H: -3.039 -2.560 2.431  0.256
H: -0.449 -0.360 4.192  0.263
H: -3.061 2.961 -3.303  0.221
H: 1.082 -0.974 3.491  0.270
H: 4.059 0.418 -1.735  0.187
H: -0.759 3.320 -2.665  0.191
H: 2.157 -3.425 1.711  0.222
H: 2.526 2.107 -2.539  0.208
H: -2.711 -1.276 3.642  0.252
H: -3.225 0.684 1.655  0.206
H: 5.106 -1.635 -1.836  0.219
H: 3.402 2.711 -1.121  0.222
H: -3.152 1.423 0.022  0.209
H: -4.879 1.388 -3.868  0.232
H: -2.618 -1.821 -2.119  0.234
H: -2.273 -2.985 3.982  0.253
H: -4.648 -1.005 -3.277  0.229
H: 1.189 3.953 -1.827  0.211
H: 0.162 -1.999 4.629  0.252
H: -3.472 2.439 1.464  0.223

spin multiplicity	1
charge	+1


(3)
This record from the OMol25 dataset describes one molecule with the formula C20H23N3O2. The level of theory is ωB97M-V/def2-TZVPD.

Each line ends with the natural charge from an NBO analysis.
Positions of all 48 atoms, in Å:
O: 1.107 0.335 -3.665  -0.624
O: -1.348 2.732 1.196  -0.670
N: 0.160 0.419 -1.386  -0.528
N: 0.035 1.584 4.806  -0.373
N: 0.573 -1.545 -2.557  -0.648
C: -2.151 1.240 -1.525  -0.453
C: 1.499 2.011 4.814  -0.013
C: 0.697 -0.159 -2.602  0.816
C: 0.254 1.991 -1.502  -0.022
C: -1.089 0.160 -0.803  -0.055
C: 2.116 2.371 3.847  -0.314
C: -0.418 2.063 0.800  0.272
C: -0.011 -4.575 -0.342  -0.175
C: -0.139 -3.709 -1.533  -0.040
C: -0.972 -4.104 -2.647  -0.630
C: -0.897 0.528 0.628  -0.375
C: 1.405 -2.644 0.656  -0.189
C: 0.332 -2.236 -1.397  0.146
C: -1.162 2.321 -2.046  -0.430
C: 0.558 2.379 -0.185  -0.470
C: 1.178 -1.872 -0.304  -0.223
C: 0.300 2.055 2.279  0.011
C: -0.360 1.531 3.493  0.000
C: 0.665 -4.003 0.770  -0.181
C: 1.776 2.281 2.467  -0.197
H: 0.484 -2.047 -3.505  0.427
H: -2.929 1.482 -0.752  0.196
H: -1.883 3.243 -1.522  0.187
H: -2.054 2.965 0.373  0.461
H: -2.624 0.431 -2.153  0.231
H: -0.457 -5.320 -0.180  0.163
H: -1.612 0.425 1.211  0.179
H: 2.047 1.834 5.886  0.210
H: 0.013 -0.243 1.087  0.204
H: 1.455 2.121 -0.038  0.230
H: 1.569 -1.008 -0.123  0.213
H: -1.551 -4.928 -2.529  0.223
H: 0.897 2.436 -2.538  0.293
H: 2.271 2.898 1.543  0.230
H: -1.522 1.307 3.430  0.196
H: -1.414 2.354 -3.032  0.233
H: -1.633 -3.263 -3.165  0.221
H: 0.739 3.585 -0.247  0.205
H: 1.833 -2.351 1.737  0.215
H: -1.398 -0.862 -0.714  0.245
H: 3.239 2.646 3.909  0.216
H: -0.214 -4.366 -3.597  0.196
H: 0.637 -4.493 1.656  0.191

SMILES string	Cc1ccccc1NC(=O)N1[C@@H]2CC[C@H]1C[C@](O)(c1cccnc1)C2
energy above the lowest of the compared OMol25 structures with the same formula, charge and spin	381.6	kcal per mole
spin multiplicity	1


(4)
This record from the OMol25 dataset describes one molecule with the formula C20H23N3O2. The level of theory is ωB97M-V/def2-TZVPD.

Each line ends with the natural charge from an NBO analysis.
Positions of all 48 atoms, in Å:
O: -1.928 0.905 -1.333  -0.640
O: -3.318 -2.763 -0.189  -0.629
N: 0.226 0.261 -1.628  -0.474
N: -1.116 -2.276 -0.440  -0.389
N: -0.422 1.559 0.216  -0.650
C: 0.689 2.379 0.453  0.156
C: 1.271 -1.814 -0.845  -0.262
C: 2.624 3.581 -0.339  -0.201
C: 0.230 0.989 3.303  -0.606
C: -1.411 -2.276 -1.865  -0.230
C: 1.048 -2.466 -2.204  -0.405
C: 0.045 2.454 2.906  -0.415
C: -0.774 0.905 -0.953  0.805
C: 0.315 -2.131 1.431  -0.337
C: 1.527 2.779 -0.586  -0.246
C: -2.016 -2.541 1.771  -0.314
C: 2.042 3.642 1.977  -0.184
C: 0.936 2.835 1.756  -0.048
C: -0.103 -0.363 -2.892  -0.221
C: 1.409 -0.283 -1.012  -0.207
C: 2.891 4.010 0.949  -0.232
C: -2.249 -2.543 0.355  0.607
C: -0.778 -2.350 2.289  -0.145
C: -0.245 -1.885 -2.767  -0.231
C: 0.118 -2.098 0.078  0.273
H: -0.443 -2.286 -3.765  0.227
H: -1.765 -3.283 -2.116  0.220
H: 1.306 -1.990 1.830  0.220
H: 1.571 0.174 -0.037  0.237
H: -0.402 0.746 4.155  0.210
H: 2.190 -2.186 -0.383  0.233
H: -1.036 0.077 -3.246  0.249
H: 3.747 4.637 1.150  0.214
H: -1.244 1.804 0.755  0.413
H: 0.966 -3.549 -2.095  0.217
H: 3.262 3.879 -1.157  0.214
H: -0.034 0.329 2.481  0.220
H: 0.282 3.089 3.762  0.214
H: 1.888 -2.252 -2.868  0.213
H: -2.258 -1.597 -2.011  0.255
H: -2.879 -2.718 2.393  0.228
H: 2.276 -0.067 -1.649  0.201
H: -1.004 2.629 2.650  0.199
H: 2.239 3.991 2.981  0.209
H: 1.266 0.803 3.578  0.204
H: 0.699 -0.132 -3.605  0.191
H: 1.302 2.469 -1.595  0.222
H: -0.616 -2.365 3.357  0.217

SMILES string	CCc1ccccc1NC(=O)N1C[C@H]2C[C@@H](C1)c1cccc(=O)n1C2
energy above the lowest of the compared OMol25 structures with the same formula, charge and spin	0.1	kcal per mole
spin multiplicity	1


(5)
This record from the OMol25 dataset describes one molecule with the formula C20H23N3O2S2. The level of theory is ωB97M-V/def2-TZVPD.

Each line ends with the natural charge from an NBO analysis.
Positions of all 50 atoms, in Å:
S: 1.987 -0.096 3.230  -0.186
S: -0.141 0.286 1.240  0.294
O: 2.235 3.103 -1.760  -0.667
O: -1.382 -0.650 -3.408  -0.686
N: 0.605 2.170 3.115  -0.431
N: -1.275 -3.086 0.385  -0.446
N: 0.050 -2.414 -1.304  -0.376
C: -0.304 -2.280 0.051  0.385
C: 1.346 2.156 -2.115  0.268
C: -2.573 -4.673 -0.947  -0.203
C: -1.068 -3.808 -3.178  -0.250
C: -2.064 -4.771 -3.336  -0.209
C: 1.067 -1.673 -2.018  -0.243
C: -0.456 0.224 -2.986  0.350
C: -0.411 3.096 2.580  -0.217
C: 1.560 0.813 -1.814  -0.259
C: 0.225 2.544 -2.863  -0.237
C: 0.659 2.263 5.601  -0.614
C: 0.135 3.863 1.363  -0.620
C: -1.626 -3.691 -0.804  0.143
C: -0.839 -3.299 -1.871  0.053
C: -2.833 -5.163 -2.234  -0.228
C: 0.412 -1.465 1.122  -0.567
C: 1.397 2.612 4.294  -0.215
C: 0.862 0.894 2.559  -0.086
C: -0.704 1.563 -3.239  -0.270
C: 0.692 -0.223 -2.263  -0.116
H: -3.068 -5.038 -0.030  0.230
H: 0.047 3.603 -3.099  0.227
H: -1.611 1.954 -3.721  0.231
H: 0.301 -1.919 2.130  0.283
H: -2.297 -5.138 -4.320  0.221
H: 2.420 0.581 -1.220  0.202
H: -3.611 -5.930 -2.386  0.217
H: -0.720 3.773 3.369  0.207
H: 1.283 -2.133 -3.005  0.233
H: 1.466 -1.422 0.892  0.242
H: -0.302 2.808 5.596  0.200
H: -1.330 -1.449 -2.852  0.487
H: 1.064 4.398 1.618  0.211
H: -0.606 4.635 1.039  0.215
H: 3.069 2.655 -1.546  0.478
H: 1.496 3.701 4.205  0.193
H: 1.261 2.629 6.486  0.212
H: 0.356 3.181 0.536  0.224
H: 0.539 1.220 5.724  0.224
H: -0.478 -3.423 -3.997  0.221
H: -1.282 2.508 2.342  0.211
H: 2.018 -1.734 -1.465  0.225
H: 2.430 2.247 4.303  0.236

SMILES string	CCN(CC)C(=S)SCc1nc2ccccc2n1Cc1cc(O)ccc1O
energy above the lowest of the compared OMol25 structures with the same formula, charge and spin	43.2	kcal per mole
spin multiplicity	1


(6)
This record from the OMol25 dataset describes one molecule with the formula C20H23N3O3S2. The level of theory is ωB97M-V/def2-TZVPD.

Each line ends with the natural charge from an NBO analysis.
Positions of all 51 atoms, in Å:
S: 2.266 1.795 -0.580  0.605
S: 0.256 3.830 -0.152  2.092
O: 4.337 -0.849 1.488  -0.267
O: 0.099 5.000 1.096  -0.912
O: 0.723 4.471 -1.421  -0.864
N: 5.221 -1.722 0.854  -0.167
N: -1.341 3.414 -0.419  -0.602
N: -1.822 0.656 -0.134  -0.479
C: -3.511 -1.306 0.191  -0.252
C: -1.045 -1.864 -0.008  -0.101
C: 3.858 -0.114 0.427  0.308
C: 6.045 -2.399 -1.625  -0.646
C: 1.627 2.167 1.841  -0.196
C: -1.224 1.013 -1.350  -0.208
C: 0.266 -1.306 0.260  -0.647
C: -2.155 -0.832 0.086  0.224
C: -1.350 -3.063 0.186  -0.160
C: -1.493 2.772 -1.514  -0.221
C: 1.259 2.687 0.634  -0.536
C: -3.596 -2.533 0.101  -0.066
C: -2.562 -3.361 0.162  -0.178
C: 4.341 -0.631 -0.972  -0.260
C: -1.941 2.905 0.868  -0.227
C: 5.119 -1.599 -0.347  0.202
C: -2.746 1.496 0.544  -0.156
C: -5.133 -2.959 0.199  -0.568
C: 3.071 1.000 0.549  -0.319
C: 2.489 1.229 1.935  -0.179
H: 2.879 0.935 2.713  0.207
H: -5.779 -2.174 -0.552  0.186
H: 1.105 2.774 2.514  0.263
H: 6.623 -3.133 -0.812  0.221
H: -5.530 -2.942 1.091  0.197
H: -3.530 1.981 -0.077  0.148
H: 5.413 -3.276 -2.090  0.251
H: 6.842 -1.949 -1.961  0.212
H: 1.098 -2.057 0.782  0.221
H: 0.761 -1.322 -0.735  0.215
H: 0.328 -0.236 0.651  0.236
H: -0.531 -3.871 0.341  0.209
H: -4.241 -0.434 -0.179  0.230
H: -2.553 2.925 -1.815  0.208
H: -5.420 -3.888 -0.263  0.210
H: -2.678 3.665 1.420  0.225
H: -0.727 2.998 -2.235  0.250
H: -0.344 0.864 -1.169  0.166
H: 4.102 -0.294 -1.753  0.177
H: -2.819 -4.652 0.285  0.179
H: -1.709 0.467 -1.999  0.182
H: -3.061 1.144 1.301  0.173
H: -1.286 2.577 1.644  0.214

SMILES string	Cc1ccc(C)c(N2CCN(S(=O)(=O)c3ccc(-c4cc(C)no4)s3)CC2)c1
energy above the lowest of the compared OMol25 structures with the same formula, charge and spin	531.1	kcal per mole
spin multiplicity	1


(7)
This record from the OMol25 dataset describes one molecule with the formula C20H23N3O3Si. The level of theory is ωB97M-V/def2-TZVPD.

Each line ends with the natural charge from an NBO analysis.
Positions of all 50 atoms, in Å:
Si: 3.102 -5.455 1.748  1.579
O: -2.257 6.110 -0.500  -0.579
O: -2.594 -0.884 -0.116  -0.615
O: -2.881 4.385 -1.807  -0.531
N: -0.034 2.317 0.319  -0.361
N: -0.505 4.412 0.989  -0.377
N: -2.213 0.994 -1.314  -0.424
C: 4.989 -5.318 1.767  -1.085
C: -2.143 4.948 -0.812  0.757
C: 0.062 -1.400 0.242  -0.054
C: -0.387 -0.100 0.063  -0.165
C: 2.316 -4.084 0.936  -0.458
C: 2.582 -5.417 3.523  -1.097
C: -3.228 6.501 -3.057  -0.652
C: -1.204 4.080 -0.134  -0.050
C: -0.888 2.817 -0.595  0.179
C: 1.378 -1.679 0.586  -0.155
C: -3.838 5.320 -2.322  -0.076
C: -1.336 2.068 -1.744  -0.265
C: 2.250 -0.579 0.732  -0.126
C: -3.578 0.927 -1.800  -0.421
C: 0.488 0.980 0.345  0.182
C: 2.668 -7.179 1.106  -1.091
C: -1.803 0.013 -0.393  0.662
C: 1.813 0.726 0.676  -0.237
C: 1.854 -2.984 0.774  0.044
C: 0.159 3.336 1.278  0.177
H: 2.469 1.551 0.944  0.235
H: 5.455 -6.050 2.422  0.238
H: -0.425 1.701 -2.310  0.207
H: 5.438 -5.475 0.797  0.236
H: -3.995 7.185 -3.424  0.221
H: -0.638 -2.209 0.184  0.245
H: 2.055 -7.076 0.214  0.240
H: 3.196 -6.141 4.075  0.236
H: 3.570 -7.749 0.925  0.237
H: 1.528 -5.542 3.711  0.241
H: -2.650 6.182 -3.934  0.205
H: -4.409 5.602 -1.399  0.198
H: -3.618 0.662 -2.868  0.196
H: -4.106 0.156 -1.250  0.253
H: 5.262 -4.306 2.059  0.232
H: -2.517 7.047 -2.420  0.248
H: 3.308 -0.765 0.848  0.225
H: -4.475 4.741 -3.010  0.190
H: 2.895 -4.446 3.898  0.232
H: 0.703 3.165 2.209  0.209
H: 2.100 -7.707 1.866  0.237
H: -1.829 2.737 -2.417  0.271
H: -4.090 1.879 -1.610  0.205

SMILES string	CCOC(=O)c1ncn2c1CN(C)C(=O)c1cc(C#C[Si](C)(C)C)ccc1-2
spin multiplicity	1


(8)
This record from the OMol25 dataset describes a 2-piece molecular cluster, C20H23N3O4 overall. The level of theory is ωB97M-V/def2-TZVPD.

Each line ends with the natural charge from an NBO analysis.
Positions of all 50 atoms, in Å:
O: 6.493 1.946 -0.863  -0.590
O: -5.795 -2.968 -1.772  -0.679
O: -4.624 -4.162 -0.277  -0.602
O: 8.428 0.998 -1.432  -0.669
N: 8.110 -1.061 0.105  -0.851
N: -2.561 1.963 1.206  -0.527
N: -4.710 -2.055 1.491  -0.822
C: -3.440 0.289 -0.014  -0.122
C: 7.225 0.986 -0.857  0.779
C: 1.742 -0.878 -0.209  -0.222
C: -5.284 4.061 -0.187  -0.213
C: -5.882 3.053 -0.967  -0.236
C: -5.089 -3.106 -0.634  0.796
C: 2.417 0.256 -0.655  -0.222
C: 3.719 -1.561 0.985  -0.211
C: 3.739 0.481 -0.283  -0.163
C: 4.405 -0.428 0.543  -0.046
C: -5.366 1.770 -0.989  -0.215
C: 2.396 -1.787 0.614  -0.212
C: 6.859 -0.367 -0.219  -0.167
C: -4.163 3.805 0.582  -0.228
C: -3.698 -1.060 -0.610  -0.426
C: -2.446 0.634 0.855  -0.020
C: -3.648 2.506 0.556  0.115
C: -4.229 1.481 -0.217  -0.036
C: 5.851 -0.212 0.942  -0.435
C: -4.886 -1.786 0.078  -0.149
H: 4.268 1.364 -0.630  0.235
H: -3.702 4.582 1.181  0.213
H: -1.640 0.030 1.251  0.215
H: -3.908 -0.964 -1.684  0.225
H: 0.709 -1.049 -0.502  0.213
H: 6.112 -0.950 1.711  0.210
H: -5.820 -3.850 -2.182  0.496
H: -6.763 3.294 -1.555  0.214
H: 5.970 0.780 1.389  0.237
H: -2.805 -1.692 -0.510  0.217
H: 8.459 -0.758 1.012  0.368
H: 6.383 -0.944 -1.023  0.228
H: -5.789 -1.179 -0.065  0.211
H: -4.061 -2.830 1.600  0.371
H: 1.879 -2.674 0.970  0.214
H: -4.311 -1.238 1.943  0.365
H: -1.937 2.459 1.810  0.413
H: 7.965 -2.063 0.163  0.378
H: 4.224 -2.276 1.634  0.204
H: 1.913 0.970 -1.299  0.215
H: -5.832 0.997 -1.594  0.214
H: 8.835 0.133 -1.203  0.509
H: -5.711 5.060 -0.190  0.214

SMILES string	N[C@@H](Cc1c[nH]c2ccccc12)C(=O)O.N[C@@H](Cc1ccccc1)C(=O)O
energy above the lowest of the compared OMol25 structures with the same formula, charge and spin	40.9	kcal per mole
spin multiplicity	1


Which LUMO energy belongs to each record? In order, -3.10, -3.22, 0.18, 0.59, 0.49, -1.61, -0.31, 0.51 eV.
Which max |F| belongs to each record? In order, 3.8, 0.6, 16.4, 1.0, 2.4, 20.0, 2.7, 0.6 eV Å⁻¹.